{"formula": "C25H25F3N2O5S3", "method": "ωB97M-V with the def2-TZVPD basis set", "energy_ev": -80200.943, "e_lumo_ev": -0.69, "e_above_lowest_kcal_mol": 61.1, "fmax_ev_per_a": 3.2, "e_homo_ev": -6.45, "symbols": ["S", "S", "S", "F", "F", "F", "O", "O", "O", "O", "O", "N", "N", "C", "C", "C", "C", "C", "C", "C", "C", "C", "C", "C", "C", "C", "C", "C", "C", "C", "C", "C", "C", "C", "C", "C", "C", "C", "H", "H", "H", "H", "H", "H", "H", "H", "H", "H", "H", "H", "H", "H", "H", "H", "H", "H", "H", "H", "H", "H", "H", "H", "H"], "coordinates": [[3.21145, -5.09702, 1.40487], [0.34389, -4.42975, 1.93771], [2.75126, -2.62053, 2.36825], [3.52127, -7.34954, 0.28066], [3.02415, -5.76131, -1.17663], [5.03050, -5.87066, -0.27908], [1.88216, -1.47253, 2.47628], [-0.62729, -3.74075, 1.12986], [0.25147, -4.44310, 3.37111], [3.23219, -3.25995, 3.56392], [-3.43851, -1.86172, -1.99099], [1.90715, -3.79184, 1.39840], [-0.99460, -1.53566, -0.67773], [3.71003, -6.04385, -0.03905], [4.29896, 0.57679, -1.64461], [5.29341, -2.98792, -0.80430], [4.07893, -2.33991, 1.19066], [2.38447, 0.52368, 0.38738], [5.10543, -1.44737, 1.51966], [3.33261, -0.43045, -1.62975], [6.21912, -1.33126, 0.68003], [0.39054, -6.12340, 1.42626], [-1.03557, -2.18548, -1.98772], [-2.40265, -2.82236, -2.20792], [2.39495, -0.51153, -0.58146], [0.28157, -7.80023, -0.29379], [0.45098, -8.45294, 2.04039], [-2.16462, -0.83433, -0.13913], [0.17516, -1.34138, -0.05214], [3.36823, 1.50818, 0.38451], [4.13399, -3.01115, -0.03248], [-3.49014, -1.40149, -0.63841], [1.44568, -1.61251, -0.51850], [4.34038, 1.52723, -0.61383], [6.34202, -2.14253, -0.45352], [0.37450, -8.79754, 0.68542], [0.23894, -6.45902, 0.07673], [0.45424, -7.11359, 2.41722], [3.37226, 2.25440, 1.18495], [3.27661, -3.52088, -0.45126], [5.03168, 0.60347, -2.45077], [-0.86544, -1.44280, -2.79321], [-2.12101, -0.90742, 0.95283], [-2.50455, -3.69841, -1.53850], [3.30766, -1.19388, -2.41045], [7.23587, -2.10918, -1.08209], [6.99940, -0.60267, 0.90697], [0.08740, -0.86251, 0.92793], [-3.80169, -2.22239, 0.03602], [1.63599, 0.50879, 1.16860], [5.34271, -3.61930, -1.69129], [0.39679, -9.84656, 0.38893], [0.10002, -5.66444, -0.65889], [-0.23945, -2.93899, -2.03691], [-2.51848, -3.12222, -3.25809], [0.50790, -9.22199, 2.81435], [-4.25514, -0.61149, -0.65529], [1.62937, -2.49781, -1.11865], [5.01128, -0.84660, 2.42896], [0.51970, -6.81409, 3.46348], [5.12633, 2.28661, -0.59827], [0.23413, -8.06252, -1.35278], [-2.12861, 0.23448, -0.41299]], "atomic_forces_ev_per_a": [[-0.9, -0.6, 3.0], [-0.5, -0.2, 0.1], [-0.8, 1.0, -0.2], [0.3, 0.9, -0.5], [0.5, -0.3, 0.6], [-1.0, -0.3, 0.2], [0.7, -1.1, 0.3], [0.6, -0.2, 0.5], [0.3, 0.5, -0.6], [0.0, 0.5, -0.7], [0.4, -0.2, 0.4], [1.3, -2.3, -0.3], [-0.3, -0.9, 0.3], [-0.6, -0.1, -1.5], [-0.2, 0.1, 0.5], [-0.2, 0.4, 0.2], [0.6, 0.5, -0.4], [0.5, 0.0, -0.4], [-0.3, -0.2, 0.2], [0.1, 0.1, 0.3], [0.0, -0.1, -0.2], [-0.2, -0.6, -0.2], [-0.2, 0.4, -0.1], [0.0, 0.2, 0.1], [0.4, 0.4, 0.8], [-0.1, -0.1, 0.1], [-0.1, 0.0, -0.2], [0.0, 0.2, -0.3], [0.7, 0.3, -0.2], [-0.3, -0.2, 0.0], [0.5, 0.3, -0.5], [-0.1, -0.5, -0.1], [-1.0, 0.1, -0.5], [0.3, 0.0, -0.4], [0.0, 0.0, 0.3], [0.1, 0.3, 0.0], [0.2, 0.2, 0.2], [0.2, 0.3, -0.2], [0.0, -0.2, -0.3], [0.2, 0.1, 0.2], [-0.1, 0.0, 0.2], [0.1, -0.2, 0.3], [-0.1, 0.1, -0.2], [-0.2, 0.3, -0.2], [0.1, 0.2, 0.2], [-0.3, 0.1, 0.3], [-0.3, -0.3, 0.0], [-0.1, 0.6, -0.6], [0.0, 0.2, -0.4], [0.2, 0.1, 0.0], [0.0, 0.3, 0.1], [0.0, 0.3, 0.1], [0.1, -0.3, 0.2], [-0.3, 0.2, 0.0], [0.1, -0.1, 0.4], [0.0, 0.2, -0.3], [0.2, -0.3, 0.3], [-0.3, 0.5, -0.7], [0.2, -0.2, -0.3], [0.0, -0.1, -0.3], [-0.3, -0.2, -0.1], [-0.1, 0.0, 0.4], [0.2, -0.2, 0.0]]}